12
Properties=species:S:1:pos:R:3:forces:R:3:mulliken_charge:R:1 method="wB97M-V/def2-TZVPD" e_above_lowest_kcal_mol=114.2 mol_weight_g_mol=103.08 total_charge=0 energy_ev=-10814.8129 homo_energy_ha="-0.24683 / -0.37210" multiplicity=3
C -0.154694 1.835348 -0.124303 -0.1 5.9 0.9 -0.91
C 0.120944 0.545409 -0.121646 1.6 -5.9 0.9 0.42
C -1.188458 -1.031097 -0.049008 -0.2 2.4 0.9 -0.22
N 1.458242 0.031751 0.053827 -4.1 0.0 -1.5 0.83
O 2.406485 0.546618 -0.462148 2.1 1.9 -0.9 -0.59
O 1.503413 -1.028733 0.664392 0.8 -2.3 1.7 -0.74
O -0.489004 -2.063942 -0.479980 -0.7 0.4 -1.2 -0.41
H 0.657877 2.532620 0.293080 -1.1 -1.3 -0.1 0.27
H -1.112721 2.331787 -0.041218 -0.2 -0.4 -1.0 0.35
H -1.777653 -0.440798 -0.768440 0.0 -0.9 -0.1 0.31
H -1.700504 -1.180102 0.928088 0.7 0.6 -0.4 0.26
H 0.276074 -2.078860 0.107360 1.1 -0.4 0.7 0.42